A:
This record from OMol25 describes a cluster of 5 separate species, C45H95N5O5 in total. The level of theory is ωB97M-V with the def2-TZVPD basis set.

The calculation puts the LUMO energy at 0.58 eV. The calculation puts the HOMO energy at -7.7 eV. For the orbital gap, the calculation gives 8.3038 eV. Its structure (SMILES) is CC1(C)CCCC(C)(C)N1O.CC1(C)CCCC(C)(C)N1O.CC1(C)CCCC(C)(C)N1O.CC1(C)CCCC(C)(C)N1O.CC1(C)CCCC(C)(C)N1O.

ORCA input file:
```
! wB97M-V def2-TZVPD RIJCOSX def2/J DEFGRID3
* xyz 0 1
C -2.26 1.46 7.05
C -2.43 0.39 5.96
C -1.35 0.48 4.82
C -2.23 -0.92 6.72
C -2.60 -2.19 5.93
C -4.03 -2.07 5.45
C -4.38 -0.77 4.69
C -3.90 -0.87 3.20
C -5.91 -0.61 4.76
N -3.71 0.35 5.29
O -4.11 1.57 4.72
H -2.00 1.07 8.04
H -1.32 1.98 6.83
H -3.07 2.18 7.10
H -0.47 0.98 5.22
H -1.06 -0.51 4.48
H -1.58 1.00 3.89
H -1.19 -1.10 7.00
H -2.85 -0.99 7.62
H -1.93 -2.36 5.08
H -2.51 -3.08 6.55
H -4.67 -2.21 6.33
H -4.22 -2.90 4.76
H -2.91 -0.46 3.05
H -4.61 -0.46 2.47
H -3.89 -1.93 2.91
H -6.50 -1.53 4.78
H -6.22 0.17 4.06
H -6.13 -0.26 5.78
H -3.74 1.50 3.82
C 1.08 -1.21 -7.36
C 2.57 -0.83 -7.42
C 2.92 -0.41 -5.95
C 3.38 -2.09 -7.71
C 3.25 -2.51 -9.16
C 3.73 -1.35 -10.03
C 3.02 0.00 -9.81
C 3.80 1.11 -10.53
C 1.65 -0.15 -10.49
N 2.99 0.23 -8.34
O 2.36 1.46 -8.06
H 0.70 -1.64 -8.29
H 0.98 -1.91 -6.53
H 0.46 -0.33 -7.16
H 3.79 0.26 -5.91
H 2.10 0.17 -5.52
H 3.05 -1.34 -5.40
H 4.42 -1.86 -7.47
H 3.05 -2.99 -7.17
H 3.78 -3.44 -9.35
H 2.18 -2.70 -9.30
H 3.56 -1.70 -11.05
H 4.81 -1.21 -9.92
H 3.93 0.84 -11.57
H 4.77 1.28 -10.07
H 3.24 2.05 -10.42
H 1.25 -1.16 -10.40
H 1.66 0.10 -11.56
H 0.86 0.44 -10.02
H 3.09 2.05 -7.84
C -0.44 6.13 3.26
C -1.16 5.03 2.49
C -1.83 3.95 3.37
C -2.34 5.64 1.68
C -1.90 6.59 0.60
C -1.11 5.77 -0.42
C 0.06 4.99 0.23
C 0.63 3.92 -0.70
C 1.16 6.13 0.46
N -0.32 4.31 1.48
O 0.86 3.78 2.12
H -0.20 7.03 2.69
H -0.99 6.48 4.13
H 0.44 5.68 3.74
H -1.02 3.28 3.66
H -2.28 4.40 4.25
H -2.57 3.39 2.80
H -2.92 4.79 1.33
H -2.96 6.21 2.38
H -2.83 6.92 0.12
H -1.38 7.51 0.85
H -0.72 6.51 -1.13
H -1.72 5.16 -1.10
H 0.59 4.26 -1.74
H 0.00 3.03 -0.65
H 1.61 3.56 -0.38
H 1.98 6.03 -0.26
H 1.66 6.01 1.42
H 0.78 7.14 0.40
H 1.43 4.57 2.09
C 3.86 -3.57 2.23
C 2.76 -4.56 2.69
C 3.13 -5.91 1.99
C 2.91 -4.79 4.18
C 1.73 -5.54 4.83
C 0.47 -4.81 4.44
C 0.26 -4.57 2.94
C -0.17 -5.89 2.26
C -0.88 -3.58 2.66
N 1.46 -4.01 2.31
O 1.36 -3.81 0.94
H 4.75 -3.73 2.85
H 4.09 -3.48 1.17
H 3.66 -2.52 2.50
H 3.06 -6.75 2.69
H 2.40 -6.18 1.22
H 4.12 -6.00 1.55
H 3.85 -5.30 4.37
H 2.98 -3.79 4.64
H 1.86 -6.58 4.55
H 1.69 -5.55 5.92
H 0.40 -3.82 4.90
H -0.42 -5.33 4.81
H 0.58 -6.69 2.24
H -0.29 -5.80 1.17
H -1.03 -6.36 2.72
H -1.11 -3.71 1.60
H -0.71 -2.50 2.73
H -1.76 -3.84 3.26
H 1.61 -2.90 0.76
C -2.26 1.59 0.86
C -1.56 0.59 -0.06
C -1.79 -0.89 0.30
C -2.17 0.78 -1.47
C -1.34 0.17 -2.60
C 0.06 0.74 -2.60
C 0.76 0.57 -1.23
C 1.25 -0.91 -1.11
C 1.99 1.47 -1.30
N -0.15 0.98 -0.19
O 0.54 0.94 1.05
H -2.34 2.61 0.50
H -3.30 1.28 0.97
H -1.71 1.66 1.81
H -1.57 -1.63 -0.46
H -1.21 -1.16 1.20
H -2.78 -1.04 0.73
H -3.20 0.40 -1.47
H -2.25 1.86 -1.62
H -1.19 -0.91 -2.57
H -1.91 0.32 -3.52
H 0.17 1.77 -2.94
H 0.54 0.22 -3.44
H 1.84 -0.97 -0.20
H 1.90 -1.17 -1.95
H 0.50 -1.70 -1.09
H 2.56 1.33 -0.38
H 1.81 2.55 -1.29
H 2.58 1.31 -2.20
H 0.49 1.84 1.41
*
```

B:
This record from OMol25 describes a cluster of 5 separate species, C45H95N5O5 in total. The level of theory is ωB97M-V with the def2-TZVPD basis set.

The calculation puts the LUMO energy at 0.60 eV. The calculation puts the HOMO energy at -7.8 eV. For the orbital gap, the calculation gives 8.4116 eV. Its structure (SMILES) is CC1(C)CCCC(C)(C)N1O.CC1(C)CCCC(C)(C)N1O.CC1(C)CCCC(C)(C)N1O.CC1(C)CCCC(C)(C)N1O.CC1(C)CCCC(C)(C)N1O.

ORCA input file:
```
! wB97M-V def2-TZVPD RIJCOSX def2/J DEFGRID3
* xyz 0 1
C -5.43 -21.63 -17.12
C -6.33 -20.70 -16.44
C -5.68 -19.42 -16.07
C -7.47 -20.23 -17.52
C -8.64 -21.24 -17.73
C -9.21 -21.75 -16.38
C -8.12 -22.29 -15.35
C -8.90 -22.46 -14.03
C -7.61 -23.69 -15.82
N -7.09 -21.21 -15.21
O -6.08 -21.41 -14.20
H -5.71 -21.93 -18.13
H -4.42 -21.23 -17.09
H -5.48 -22.55 -16.53
H -5.05 -19.51 -15.19
H -5.05 -19.23 -16.94
H -6.42 -18.65 -15.88
H -7.88 -19.28 -17.18
H -7.06 -20.12 -18.53
H -9.34 -20.75 -18.41
H -8.37 -22.14 -18.27
H -10.01 -22.49 -16.44
H -9.73 -20.91 -15.92
H -9.51 -21.61 -13.71
H -8.22 -22.58 -13.19
H -9.51 -23.36 -13.94
H -8.46 -24.35 -15.99
H -6.87 -24.08 -15.12
H -7.03 -23.55 -16.73
H -6.30 -20.66 -13.64
C 0.32 -15.13 -25.88
C -0.08 -15.43 -24.37
C -1.18 -16.51 -24.26
C 1.24 -16.05 -23.65
C 2.36 -14.97 -23.29
C 1.71 -13.80 -22.52
C 0.46 -13.18 -23.20
C -0.40 -12.52 -22.06
C 1.02 -12.25 -24.19
N -0.52 -14.13 -23.75
O -1.70 -13.68 -24.34
H -0.26 -15.69 -26.61
H 0.08 -14.11 -26.21
H 1.34 -15.47 -26.05
H -2.18 -16.22 -24.56
H -0.92 -17.26 -25.01
H -1.07 -17.01 -23.30
H 1.13 -16.63 -22.73
H 1.54 -16.88 -24.28
H 3.24 -15.26 -22.73
H 2.87 -14.61 -24.19
H 2.55 -13.11 -22.44
H 1.44 -14.15 -21.53
H 0.20 -12.00 -21.31
H -1.05 -13.25 -21.58
H -1.05 -11.79 -22.53
H 0.29 -11.55 -24.60
H 1.42 -12.56 -25.16
H 1.68 -11.49 -23.78
H -2.29 -13.62 -23.59
C 4.32 -28.60 -21.85
C 3.08 -29.34 -22.29
C 3.34 -29.50 -23.79
C 2.95 -30.74 -21.74
C 2.27 -30.78 -20.36
C 0.96 -29.96 -20.26
C 0.95 -28.54 -20.81
C -0.49 -28.12 -20.99
C 1.51 -27.63 -19.69
N 1.76 -28.59 -22.10
O 1.65 -27.30 -22.68
H 4.42 -27.59 -22.24
H 4.46 -28.57 -20.77
H 5.18 -29.18 -22.20
H 2.46 -29.87 -24.30
H 3.39 -28.57 -24.35
H 4.32 -29.90 -24.08
H 2.41 -31.41 -22.41
H 3.97 -31.09 -21.60
H 2.34 -31.79 -19.96
H 2.97 -30.26 -19.71
H 0.49 -29.99 -19.28
H 0.25 -30.40 -20.95
H -0.73 -27.13 -21.39
H -1.11 -28.20 -20.11
H -1.00 -28.87 -21.60
H 2.44 -28.03 -19.28
H 0.78 -27.65 -18.88
H 1.60 -26.62 -20.09
H 2.28 -26.79 -22.17
C -11.58 -30.89 -9.97
C -12.88 -31.34 -9.09
C -12.62 -31.13 -7.64
C -14.00 -30.47 -9.67
C -15.40 -30.88 -9.39
C -15.54 -32.35 -10.00
C -14.57 -33.31 -9.37
C -14.95 -33.62 -7.90
C -14.70 -34.75 -10.14
N -13.21 -32.79 -9.43
O -12.11 -33.72 -9.47
H -11.05 -30.07 -9.47
H -10.75 -31.56 -10.18
H -11.98 -30.65 -10.95
H -12.72 -30.11 -7.28
H -13.16 -31.83 -7.00
H -11.69 -31.56 -7.25
H -13.99 -29.50 -9.18
H -13.96 -30.35 -10.76
H -15.51 -30.85 -8.31
H -16.04 -30.12 -9.83
H -15.48 -32.42 -11.08
H -16.57 -32.53 -9.69
H -14.87 -32.81 -7.18
H -14.34 -34.37 -7.39
H -16.00 -33.92 -7.90
H -15.59 -35.34 -9.91
H -13.84 -35.34 -9.81
H -14.60 -34.71 -11.22
H -12.26 -34.02 -10.37
C -13.97 -16.10 -8.53
C -14.09 -15.02 -9.67
C -15.46 -14.99 -10.50
C -13.99 -13.61 -9.04
C -13.49 -12.52 -9.97
C -12.08 -13.05 -10.44
C -12.18 -14.22 -11.35
C -12.81 -13.85 -12.72
C -10.73 -14.83 -11.52
N -12.94 -15.23 -10.56
O -13.00 -16.46 -11.24
H -14.23 -17.10 -8.87
H -12.93 -16.11 -8.19
H -14.50 -15.82 -7.62
H -15.56 -15.99 -10.92
H -16.30 -14.88 -9.81
H -15.36 -14.13 -11.16
H -15.00 -13.29 -8.75
H -13.38 -13.67 -8.14
H -14.16 -12.25 -10.79
H -13.35 -11.63 -9.36
H -11.56 -13.38 -9.55
H -11.49 -12.26 -10.91
H -13.88 -13.67 -12.71
H -12.52 -14.63 -13.42
H -12.23 -12.97 -13.00
H -10.92 -15.61 -12.25
H -10.12 -15.17 -10.68
H -10.01 -14.22 -12.06
H -12.25 -16.85 -10.80
*
```

Quick one: most stable of them? A

A:
This record from OMol25 describes a cluster of 2 separate species, CH5N2O3S in total. The level of theory is ωB97M-V with the def2-TZVPD basis set.

The calculation puts the LUMO energy (alpha / beta) at -5.79 / -5.71 eV. The calculation puts the HOMO energy (alpha / beta) at -13.4 / -13.4 eV. For the orbital gap (alpha / beta), the calculation gives 7.6452 / 7.6521 eV.

ORCA input file:
```
! wB97M-V def2-TZVPD RIJCOSX def2/J DEFGRID3
* xyz 1 1
C -0.34 0.30 0.05
N 0.09 1.29 0.87
N -1.29 0.22 -0.85
O 2.50 0.44 0.44
O -0.49 -2.17 -0.12
O 0.13 -0.94 0.52
S 2.22 -0.24 -0.83
H -0.09 2.27 0.81
H 1.11 1.20 1.12
H -1.75 1.09 -1.10
H -1.62 -0.56 -1.38
H -0.47 -2.91 0.46
*
```

B:
This record from OMol25 describes a cluster of 2 separate species, CH5N2O3S in total. The level of theory is ωB97M-V with the def2-TZVPD basis set.

The calculation puts the LUMO energy (alpha / beta) at -5.20 / -5.22 eV. The calculation puts the HOMO energy (alpha / beta) at -13.0 / -13.0 eV. For the orbital gap (alpha / beta), the calculation gives 7.8484 / 7.8159 eV.

ORCA input file:
```
! wB97M-V def2-TZVPD RIJCOSX def2/J DEFGRID3
* xyz 1 1
C -0.58 -0.17 0.06
N 0.28 -1.14 -0.17
N -1.82 -0.31 0.43
O 2.91 -0.32 -0.76
O -0.92 2.13 0.02
O -0.04 1.05 -0.13
S 4.09 -0.37 0.17
H 0.02 -2.14 -0.10
H 1.20 -0.80 -0.61
H -2.11 -1.22 0.48
H -2.59 0.28 0.53
H -0.45 3.02 0.08
*
```

Quick one: most stable of them? B

A:
This record from OMol25 describes a structure of composition C2H2ClFO2. The level of theory is ωB97M-V with the def2-TZVPD basis set.

The calculation puts the LUMO energy at -0.81 eV. The calculation puts the HOMO energy at -11.6 eV. For the orbital gap, the calculation gives 10.7400 eV.

ORCA input file:
```
! wB97M-V def2-TZVPD RIJCOSX def2/J DEFGRID3
* xyz 0 1
C 1.69 -0.55 0.39
C 0.46 0.10 0.66
O 1.99 -1.68 0.74
O -0.28 -0.05 -0.98
F 0.44 1.37 1.01
Cl 2.75 0.43 -0.64
H -0.35 -0.36 1.32
H 0.44 0.00 -1.72
*
```

B:
This record from OMol25 describes a structure of composition C2H2ClFO2. The level of theory is ωB97M-V with the def2-TZVPD basis set.

The calculation puts the LUMO energy at 0.62 eV. The calculation puts the HOMO energy at -10.5 eV. For the orbital gap, the calculation gives 11.1579 eV.

ORCA input file:
```
! wB97M-V def2-TZVPD RIJCOSX def2/J DEFGRID3
* xyz 0 1
C -1.35 -0.35 0.43
C 1.08 0.38 -0.40
O -1.48 -1.18 -0.42
O -0.37 0.45 0.66
F 1.66 1.53 -0.19
Cl 1.97 -0.99 0.09
H -2.11 -0.14 1.22
H 0.61 0.30 -1.38
*
```

Quick one: most stable of them? B

A:
This record from OMol25 describes the ion C4H6NO2 with charge -1. The level of theory is ωB97M-V with the def2-TZVPD basis set.

The calculation puts the LUMO energy at 4.09 eV. The calculation puts the HOMO energy at -3.9 eV. For the orbital gap, the calculation gives 8.0352 eV. Its structure (SMILES) is [H]/N=C(\CC)C(=O)[O-].

ORCA input file:
```
! wB97M-V def2-TZVPD RIJCOSX def2/J DEFGRID3
* xyz -1 1
H 2.34 -0.50 0.72
N 2.09 -0.10 -0.20
C 0.85 -0.13 -0.44
C -0.20 -0.67 0.50
C -1.06 0.48 1.03
C 0.26 0.32 -1.81
O 0.15 -0.61 -2.62
O -0.10 1.50 -1.90
H 0.27 -1.22 1.33
H -0.83 -1.37 -0.06
H -1.40 1.07 0.19
H -1.91 0.10 1.59
H -0.46 1.12 1.68
*
```

B:
This record from OMol25 describes a cluster of 2 separate species, C4H6NO2 in total. The level of theory is ωB97M-V with the def2-TZVPD basis set.

The calculation puts the LUMO energy (alpha / beta) at 3.98 / 3.98 eV. The calculation puts the HOMO energy (alpha / beta) at -1.3 / -1.3 eV. For the orbital gap (alpha / beta), the calculation gives 5.2657 / 5.2663 eV.

ORCA input file:
```
! wB97M-V def2-TZVPD RIJCOSX def2/J DEFGRID3
* xyz -1 1
C -0.21 -1.00 0.50
C -0.53 -0.68 1.76
C 0.01 0.24 -0.17
C 0.21 0.41 -1.62
N -0.42 1.22 0.59
O -0.46 2.45 0.56
O -0.74 0.63 1.93
H 0.03 -2.00 0.14
H -0.63 -1.31 2.70
H 2.28 -1.17 -0.20
H -0.25 1.38 -1.95
H -0.44 -0.46 -2.12
H 1.15 0.29 -2.12
*
```

Quick one: most stable of them? A